Entry 1:
ORCA calculation (ωB97M-V/def2-TZVPD) on a cluster of 5 separate species, C33H54ClI2NO7P in total.

```
99
Properties=species:S:1:pos:R:3:lowdin_charge:R:1
C 0.64150 -1.20503 4.01359 0.12
C 0.68095 -0.15741 3.04431 -0.03
C 0.23019 0.75594 1.71766 0.00
C -0.95924 1.89391 1.98779 0.05
C -1.56494 2.08102 3.50376 -0.22
O -0.92834 2.70117 4.52075 0.06
O -2.93456 1.53237 3.75990 -0.24
C -2.85177 0.07971 4.04033 -0.22
C -4.39001 -0.54695 3.95229 -0.67
C -4.62487 -1.54109 2.66645 -0.19
I -5.83060 1.12047 3.85069 0.82
C -1.43813 2.76146 0.65537 -0.41
Cl -2.79132 4.03858 0.78153 0.59
C -0.69647 2.44061 -0.78985 0.02
N 0.41275 1.39696 -0.97362 -0.27
P 1.12901 1.11799 -2.61103 0.54
O -0.20042 1.44855 -3.74182 -0.41
I 3.01719 2.63221 -3.06079 0.50
C 0.89482 0.56131 0.21912 -0.05
C 2.08862 -0.54594 0.02071 -0.18
C 1.58115 -2.01634 -0.51656 -0.18
C 1.59634 -3.03285 0.76966 -0.22
C 2.79959 -4.18953 0.68870 -0.20
C 2.14953 -5.53595 1.41067 -0.24
C 1.58934 -5.11117 2.90764 -0.16
H 0.55129 -2.14662 4.74172 0.10
H -2.45752 -0.17073 5.12365 0.15
H -2.20518 -0.51890 3.26767 0.11
H -4.66367 -1.15434 4.93611 0.10
H -5.34697 -0.99851 1.90881 0.05
H -3.61365 -1.80719 2.14103 0.07
H -5.11302 -2.56444 3.03788 0.10
H -1.05709 3.06144 -1.73347 0.14
H -0.96059 0.81222 -3.49849 0.08
H 2.92086 -0.15739 -0.73568 0.10
H 2.65131 -0.63037 1.06984 0.13
H 0.47361 -1.88264 -0.92734 0.12
H 2.31739 -2.34020 -1.36705 0.12
H 0.54774 -3.55032 0.82070 0.11
H 1.76154 -2.48455 1.79336 0.07
H 3.17774 -4.37863 -0.40537 0.11
H 3.71868 -3.84213 1.36250 0.12
H 2.99677 -6.35207 1.44332 0.11
H 1.21440 -5.86913 0.74956 0.12
H 0.40187 -4.99795 2.88560 0.09
H 1.80328 -5.98486 3.68413 0.09
H 2.05268 -4.12332 3.33098 0.05
C -4.02417 4.10058 -4.42380 -0.17
C -4.63297 3.71059 -3.10168 -0.18
C -4.77366 2.21108 -3.24767 -0.20
O -3.71185 1.77527 -4.10777 -0.16
C -3.10912 2.92977 -4.70868 -0.21
H -3.49693 5.05762 -4.39969 0.12
H -4.80649 4.15861 -5.18993 0.12
H -3.93464 3.94294 -2.28901 0.09
H -5.58206 4.20959 -2.89016 0.12
H -5.72203 1.94558 -3.72669 0.12
H -4.70874 1.68863 -2.28888 0.12
H -2.12661 3.07260 -4.24575 0.09
H -2.96871 2.75738 -5.77931 0.12
C 3.13769 -4.44436 6.74152 -0.19
C 3.17495 -5.54381 7.77135 -0.18
C 3.55052 -6.74807 6.93568 -0.20
O 4.35879 -6.26739 5.85273 -0.14
C 4.27107 -4.83617 5.81891 -0.21
H 3.25783 -3.44314 7.16294 0.12
H 2.18559 -4.47652 6.19856 0.10
H 3.96305 -5.33787 8.50522 0.12
H 2.23260 -5.67485 8.30922 0.12
H 2.66385 -7.22503 6.50476 0.11
H 4.10715 -7.49713 7.50623 0.12
H 5.22700 -4.43461 6.17244 0.12
H 4.11051 -4.50072 4.79062 0.10
C 2.71293 8.40509 -1.81042 -0.18
C 1.95428 7.63175 -0.76298 -0.18
C 2.30537 6.20117 -1.10911 -0.24
O 3.62018 6.22224 -1.68177 -0.17
C 3.97538 7.58422 -1.95760 -0.20
H 2.90977 9.44380 -1.53328 0.12
H 2.15263 8.40133 -2.75296 0.12
H 2.33939 7.88045 0.23297 0.12
H 0.87781 7.82064 -0.77036 0.12
H 1.62017 5.79432 -1.86034 0.10
H 2.29504 5.54374 -0.23496 0.11
H 4.73250 7.88658 -1.22590 0.12
H 4.40905 7.65674 -2.95878 0.12
C -2.14304 -0.71255 -7.07728 -0.18
C -0.95707 -1.53165 -7.51691 -0.18
C -0.30711 -1.88228 -6.19621 -0.21
O -1.35727 -1.95565 -5.22209 -0.15
C -2.55178 -1.40870 -5.79760 -0.20
H -2.94738 -0.67199 -7.81611 0.12
H -1.82487 0.31388 -6.85922 0.11
H -1.30178 -2.44412 -8.01756 0.12
H -0.28429 -1.00217 -8.19627 0.12
H 0.39089 -1.10113 -5.87691 0.11
H 0.22857 -2.83528 -6.23256 0.12
H -3.23603 -2.23999 -5.99957 0.12
H -3.02775 -0.73037 -5.08415 0.10
```

Properties
Lowest unoccupied orbital energy, eV: -5.5
HOMO energy, eV: -11.09
Charge: +1
Frontier orbital gap, eV: 5.60
Energy, eV: -88906.4326

Entry 2:
ORCA calculation (ωB97M-V/def2-TZVPD) on a structure of composition C33H54F6GeN2O4P2S2SeSn.

```
106
Properties=species:S:1:pos:R:3:lowdin_charge:R:1
Sn 0.44654 0.97948 -1.14012 1.29
C 0.09797 0.05776 4.60495 -0.08
C -0.62389 1.07181 3.70285 -0.47
C -1.18231 2.24824 4.51144 -0.07
P -1.89539 0.22447 2.74622 1.15
C -3.03656 -0.60659 3.89944 -0.43
C -4.12960 0.43192 4.22376 -0.07
C -3.67480 -1.90602 3.42169 -0.08
C -2.80095 0.98085 1.41913 -0.20
C -3.77243 1.86964 1.01112 0.00
C -4.19833 1.79651 -0.31865 -0.24
C -5.23587 2.74848 -0.84710 -0.03
C -3.66733 0.80595 -1.14955 0.01
C -2.69573 -0.11244 -0.74060 -0.05
C -2.25832 0.02809 0.55666 -0.33
N -1.23385 -0.59066 1.36883 -0.08
C -0.68707 -1.90564 1.18081 -0.26
C -1.52714 -3.00855 1.18281 -0.02
C -1.01580 -4.29782 1.17883 -0.01
C 0.35607 -4.51161 1.20540 -0.25
C 0.94002 -5.89111 1.30716 -0.02
C 1.18753 -3.39712 1.10535 -0.05
C 0.70020 -2.09493 1.02835 -0.27
P 1.82399 -0.73803 0.53192 1.03
C 2.53924 -0.06322 2.09046 -0.53
C 3.28459 1.25193 1.87845 -0.08
C 3.39465 -1.08461 2.84159 -0.08
C 3.27607 -1.38325 -0.44462 -0.49
C 3.11028 -2.69045 -1.22231 -0.09
C 3.67206 -0.26189 -1.41447 -0.12
H 1.05024 0.48167 4.92528 0.10
H 0.30473 -0.89693 4.11305 0.08
H -0.48076 -0.14471 5.50557 0.09
H 0.05471 1.46365 2.94298 0.07
H -1.79481 1.90365 5.34389 0.08
H -1.75946 2.93818 3.89580 0.07
H -0.34479 2.81010 4.92346 0.10
H -2.44349 -0.79876 4.79630 0.11
H -4.83563 0.50068 3.39649 0.09
H -3.74666 1.42944 4.43405 0.07
H -4.67103 0.09506 5.10717 0.10
H -4.15757 -1.77910 2.45039 0.09
H -4.45149 -2.18389 4.13451 0.10
H -2.96045 -2.72323 3.37135 0.07
H -4.19729 2.60601 1.68105 0.13
H -5.49795 3.50037 -0.10533 0.08
H -6.14647 2.21621 -1.12429 0.09
H -4.87274 3.26301 -1.73691 0.09
H -4.03314 0.74126 -2.16780 0.13
H -2.33504 -0.88033 -1.41219 0.06
H -2.59668 -2.85477 1.20287 0.11
H -1.69403 -5.14202 1.18867 0.13
H 0.18470 -6.65499 1.13490 0.09
H 1.36072 -6.05476 2.30076 0.10
H 1.74406 -6.03360 0.58481 0.09
H 2.25417 -3.56590 1.06973 0.11
H 1.64535 0.12173 2.68629 0.06
H 4.16471 1.11453 1.24778 0.09
H 3.63301 1.63185 2.83960 0.10
H 2.65997 2.01682 1.42306 0.04
H 4.36507 -1.22711 2.36651 0.08
H 2.90298 -2.05369 2.93769 0.07
H 3.58870 -0.71375 3.84931 0.09
H 4.08230 -1.49386 0.28310 0.10
H 2.11287 -2.77639 -1.64731 0.02
H 3.31672 -3.57451 -0.62586 0.07
H 3.82592 -2.69187 -2.04570 0.09
H 2.91417 -0.15281 -2.20020 0.04
H 4.60432 -0.52461 -1.91510 0.10
H 3.81281 0.70105 -0.92668 0.05
F 4.03913 4.82119 -1.04124 0.19
C 3.02049 4.86350 -1.87675 -0.69
F 2.57551 6.09195 -2.01290 0.20
F 3.36575 4.35857 -3.04897 0.18
S 1.64104 3.81120 -1.23054 0.62
O 0.54655 3.86645 -2.15292 -0.28
O 2.20141 2.43723 -1.09332 -0.49
N 1.40313 4.44153 0.18406 -0.25
S 0.33250 3.78963 1.12438 0.63
O 0.69135 3.85963 2.49854 -0.22
O -0.10247 2.45623 0.64517 -0.48
C -1.18366 4.82842 0.91995 -0.68
F -2.06853 4.45158 1.84528 0.14
F -0.87486 6.09582 1.08496 0.19
F -1.70094 4.63052 -0.28290 0.17
C 1.19204 1.38205 -4.53541 -0.24
Ge 0.86138 -0.17551 -5.68318 0.75
C -0.92346 -0.05179 -6.44609 -0.21
C 2.25745 -0.34797 -7.02510 -0.21
C 0.93847 -1.82896 -4.58806 -0.59
Se -0.18351 -1.78309 -3.00393 0.80
C -0.20626 -3.68328 -2.58023 -0.36
H 1.47435 2.23649 -5.15246 0.04
H 2.01173 1.21704 -3.82980 0.00
H 0.28628 1.66999 -3.99688 -0.02
H -1.01108 0.84328 -7.06166 0.03
H -1.67946 -0.00489 -5.66170 0.01
H -1.13397 -0.91690 -7.07458 0.03
H 2.23210 0.50283 -7.70558 0.03
H 2.11625 -1.25562 -7.61126 0.03
H 3.24355 -0.38558 -6.56221 0.03
H 1.96033 -2.06191 -4.28710 0.02
H 0.56757 -2.64488 -5.20999 0.03
H -0.86762 -4.19048 -3.27729 0.04
H -0.57728 -3.79736 -1.56305 0.00
H 0.79818 -4.09182 -2.65611 0.03
```

Properties
Lowest unoccupied orbital energy, eV: -5.5
HOMO energy, eV: -13.38
Charge: +2
Frontier orbital gap, eV: 7.84
Energy, eV: -230500.9795

Entry 3:
ORCA calculation (ωB97M-V/def2-TZVPD) on a structure of composition C33H55BBaN9O9P.

```
109
Properties=species:S:1:pos:R:3:lowdin_charge:R:1
Ba 0.63671 -0.78847 0.41520 2.19
C 0.53297 3.91149 -3.10342 -0.04
C -0.79433 3.54604 -2.53101 -0.37
C -2.05065 4.09306 -2.83864 -0.02
C -2.92468 3.41530 -2.01963 -0.31
C -4.41306 3.55332 -1.99477 -0.05
N -2.22917 2.52169 -1.30866 0.02
N -0.90829 2.59233 -1.62878 0.14
B -2.45198 1.45261 -0.16732 -0.45
N -3.88116 0.80204 0.03087 0.04
N -3.72380 -0.52111 0.29916 0.11
C -4.89416 -0.98882 0.67544 -0.36
C -5.02964 -2.43017 1.04160 -0.04
C -5.85457 0.03228 0.65048 -0.02
C -5.16473 1.14987 0.22924 -0.28
C -5.76865 2.50658 0.05367 -0.07
N -1.88041 1.94398 1.20505 0.03
N -1.00926 1.10890 1.82584 0.03
C -0.77334 1.61039 3.02228 -0.36
C 0.14031 0.89928 3.96072 -0.02
C -1.45583 2.82267 3.18592 -0.01
C -2.14218 2.99344 2.00259 -0.29
C -3.01221 4.13182 1.59562 -0.02
H 0.40126 4.42089 -4.06171 0.06
H 1.08992 4.56285 -2.43162 0.07
H 1.14449 3.02473 -3.25230 0.06
H -2.29731 4.86477 -3.54952 0.09
H -4.70119 4.24667 -2.78512 0.08
H -4.91351 2.59702 -2.18416 0.08
H -4.80073 3.94858 -1.05041 0.04
H -1.77335 0.55496 -0.54033 0.07
H -4.09360 -2.80126 1.44989 0.08
H -5.81098 -2.57273 1.78933 0.06
H -5.28622 -3.04836 0.17876 0.07
H -6.89723 -0.01411 0.90640 0.09
H -6.67130 2.55264 0.66429 0.08
H -5.11543 3.31592 0.37119 0.03
H -6.06357 2.70783 -0.98561 0.05
H 0.23607 -0.14797 3.67871 0.07
H 1.14346 1.32767 3.97158 0.06
H -0.26565 0.92331 4.97547 0.07
H -1.43809 3.48917 4.03034 0.10
H -2.69541 5.03035 2.12827 0.08
H -2.94249 4.33680 0.52761 0.07
H -4.05510 3.95389 1.84774 0.06
O 2.67176 -4.59082 -0.72158 0.00
C 1.87250 -3.66750 -0.66153 -0.67
O 2.05653 -2.53606 -0.11304 -0.32
C 0.52791 -3.81975 -1.41999 -0.09
C 0.30506 -2.64935 -2.40151 -0.27
C -0.78272 -3.00688 -3.41790 -0.10
C -2.06377 -2.87820 -2.56629 -0.10
C -1.49684 -2.52071 -1.19616 -0.27
O -0.37826 -1.67234 -1.59562 -0.34
C -0.80424 -3.74599 -0.56784 -0.10
C -0.63638 -3.67410 0.98294 -0.68
O -0.69324 -4.72792 1.59545 0.01
O -0.50047 -2.51060 1.47571 -0.33
H 0.59194 -4.76754 -1.96776 0.14
H 1.21868 -2.21908 -2.80505 0.12
H -0.63423 -4.01025 -3.82189 0.11
H -0.78933 -2.29688 -4.24664 0.09
H -2.65009 -3.79752 -2.53129 0.11
H -2.69994 -2.07219 -2.92941 0.11
H -2.16552 -1.97209 -0.53113 0.12
H -1.40305 -4.64757 -0.74726 0.14
C 1.95279 4.06269 1.73024 -0.01
C 2.92061 3.11145 1.02592 -0.54
C 4.35450 3.63356 1.07473 -0.03
O 2.54071 3.00725 -0.33540 -0.06
C 2.81163 1.73454 1.71648 -0.64
O 3.27970 1.60757 2.84258 0.01
O 2.17786 0.86946 1.04591 -0.35
H 2.06604 5.07114 1.32683 0.07
H 2.14123 4.08192 2.80404 0.08
H 0.92855 3.73771 1.56656 0.08
H 4.39308 4.64332 0.66192 0.07
H 5.00081 2.99202 0.48327 0.07
H 4.71806 3.64510 2.09772 0.08
H 2.08542 2.14189 -0.39896 0.07
C 0.81017 0.16478 -4.81779 -0.10
N 2.23911 0.38616 -4.76712 -0.30
C 2.78755 1.04582 -5.91689 -0.12
P 3.07077 -0.04087 -3.39130 0.52
O 2.24159 0.19724 -2.19380 -0.27
N 4.50074 0.79529 -3.39905 -0.30
C 5.70792 0.32407 -4.02940 -0.12
C 4.63562 2.06795 -2.73548 -0.09
N 3.43251 -1.65358 -3.55479 -0.31
C 3.58624 -2.35242 -4.80566 -0.12
C 4.03262 -2.32710 -2.42098 -0.09
H 0.29873 1.09680 -5.07729 0.08
H 0.44511 -0.14108 -3.84207 0.07
H 0.55397 -0.59811 -5.56365 0.08
H 2.28004 2.00295 -6.09169 0.08
H 2.67009 0.43831 -6.82729 0.08
H 3.84323 1.24982 -5.78018 0.06
H 5.54599 -0.61894 -4.53736 0.06
H 6.50524 0.17707 -3.28862 0.09
H 6.07317 1.04946 -4.77206 0.08
H 3.75043 2.31247 -2.15774 0.06
H 4.82711 2.86718 -3.46127 0.08
H 5.47742 2.02882 -2.03938 0.08
H 3.12198 -1.79413 -5.61383 0.07
H 3.10286 -3.33307 -4.74904 0.09
H 4.64287 -2.53001 -5.06270 0.07
H 3.81427 -1.78830 -1.50190 0.08
H 5.11800 -2.41307 -2.56007 0.08
H 3.61177 -3.32660 -2.30222 0.07
```

Properties
Lowest unoccupied orbital energy, eV: 3.9
HOMO energy, eV: -3.27
Charge: -2
Frontier orbital gap, eV: 7.17
Energy, eV: -77620.4515

Entry 4:
ORCA calculation (ωB97M-V/def2-TZVPD) on a structure of composition C33H55BBrIO12S.

```
104
Properties=species:S:1:pos:R:3:lowdin_charge:R:1
C 5.94323 0.95222 2.62932 0.10
C 4.97727 0.63431 1.63806 0.02
C 3.83154 0.41898 0.49743 -0.38
C 3.68620 -1.25088 0.38765 -0.06
C 2.17057 -1.79125 0.68544 -0.10
C 1.76652 -1.78814 2.30856 -0.25
O 2.53130 -1.26668 3.27085 -0.05
O 0.47334 -2.45964 2.66812 -0.02
O 4.45467 0.77224 -0.82276 -0.14
C 3.43562 0.84397 -1.87933 -0.14
C 4.21396 0.39000 -3.28848 -0.28
C 5.83458 0.79046 -3.18930 -0.11
C 4.18162 -1.23803 -3.54330 -0.17
C 2.67652 -1.85948 -3.73936 -0.37
C 1.55044 -0.76026 -4.22667 -0.11
C 2.63176 -3.10004 -4.83282 -0.12
O 2.51001 0.90973 0.72255 -0.13
C 2.30280 2.19755 1.31619 -0.60
I 2.33709 2.21667 3.55309 1.03
B 3.08387 3.49409 0.67068 -0.50
C 4.21924 4.25003 1.63151 -0.09
O 2.85598 4.08883 -0.66063 0.03
C 0.68585 2.55173 1.01223 -0.58
S 0.43744 4.24044 1.87467 0.68
O -0.12684 1.48484 1.60576 -0.24
C -1.34481 1.19722 0.79854 -0.67
Br -0.89469 0.32616 -0.99143 0.73
C -2.23252 2.52210 0.42308 -0.18
C -2.90160 3.12399 1.81556 -0.15
C -4.28900 3.73294 1.79896 -0.04
C -2.15939 0.03742 1.64223 -0.17
C -3.73107 -0.14660 1.23863 -0.19
C -3.97718 -1.16953 -0.06177 -0.22
C -3.40779 -2.68115 0.23172 -0.21
C -2.48298 -3.27046 -0.98681 -0.24
C -3.31969 -4.07575 -2.15033 -0.25
C -4.36082 -3.13042 -3.01500 -0.13
H 6.90872 1.30187 3.23190 0.08
H 4.03457 -1.65013 -0.67018 0.11
H 4.40806 -1.77769 1.17616 0.14
H 2.16854 -2.94848 0.39061 0.14
H 1.33141 -1.30518 0.01182 0.08
H 0.09325 -2.81568 1.80425 0.10
H 3.00766 1.91204 -2.09100 0.14
H 2.53645 0.10544 -1.76007 0.11
H 3.80081 1.00008 -4.20125 0.13
H 6.35132 0.80372 -4.25821 0.09
H 6.40756 0.02178 -2.48221 0.10
H 5.91863 1.87537 -2.75830 0.08
H 4.76472 -1.43259 -4.56378 0.12
H 4.76461 -1.86306 -2.72689 0.12
H 2.36502 -2.32518 -2.69386 0.12
H 0.99392 -0.30007 -3.27673 0.04
H 0.71088 -1.36109 -4.81064 0.08
H 1.96056 0.08173 -4.92850 0.08
H 2.08047 -4.03536 -4.35502 0.09
H 2.02616 -2.78639 -5.81221 0.08
H 3.72496 -3.34602 -5.18055 0.07
H 3.57812 4.86442 2.42947 0.07
H 4.87144 3.50237 2.25235 0.05
H 4.83967 5.06203 1.04190 0.08
H 3.60894 4.75452 -0.79673 0.12
H 0.49330 2.76306 -0.12197 0.12
H -0.47199 4.11776 2.93704 -0.10
H -3.16104 2.15378 -0.23074 0.12
H -1.68603 3.32534 -0.22868 0.12
H -2.38601 3.07637 2.86938 0.10
H -4.50676 4.87906 1.89841 0.06
H -5.23507 3.00950 1.74525 0.07
H -2.13443 0.29870 2.80603 0.14
H -1.58431 -0.98435 1.53891 0.09
H -4.34278 0.84127 1.10340 0.09
H -4.24524 -0.71751 2.15311 0.13
H -3.64486 -0.70197 -1.08136 0.07
H -5.16469 -1.27485 -0.12681 0.11
H -2.88243 -2.73804 1.29852 0.11
H -4.34551 -3.41465 0.32073 0.12
H -1.82034 -2.45559 -1.50844 0.07
H -1.73362 -4.05537 -0.48997 0.11
H -2.50909 -4.45932 -2.93192 0.11
H -3.82801 -5.05051 -1.70815 0.12
H -4.01695 -2.01433 -3.10113 0.07
H -5.44173 -3.26181 -2.58347 0.06
H -4.33720 -3.56310 -4.12642 0.09
C 2.50895 5.08963 8.09194 -0.14
C 2.99769 3.67813 8.13421 -0.14
O 3.47667 3.46012 6.82075 0.03
C 3.78026 4.68522 6.30055 -0.53
O 4.37552 4.85921 5.25027 0.11
O 3.33191 5.68951 7.10916 0.06
H 2.62034 5.59786 9.05367 0.14
H 1.46471 5.16122 7.77021 0.14
H 3.82467 3.54295 8.83928 0.14
H 2.20197 2.96942 8.37959 0.14
C -8.93851 -3.48933 -2.77339 -0.14
C -9.30613 -4.36328 -3.92840 -0.14
O -8.15798 -5.17154 -4.10329 0.06
C -7.50350 -5.19583 -2.90549 -0.53
O -6.56561 -5.93184 -2.64792 0.13
O -8.03598 -4.29022 -2.03382 0.05
H -9.80500 -3.21810 -2.16407 0.14
H -8.42403 -2.57520 -3.08768 0.14
H -10.16294 -5.00878 -3.70820 0.14
H -9.51764 -3.78858 -4.83430 0.14
```

Properties
Lowest unoccupied orbital energy, eV: -0.7
HOMO energy, eV: -7.82
Frontier orbital gap, eV: 7.15
Energy, eV: -149318.7730